# 1
{
  "formula": "C38H46BrClN5O11P2STa",
  "method": "the ωB97M-V functional and the def2-TZVPD basis",
  "orbital_gap_ev": 7.046,
  "max_force_ev_per_a": 1.7,
  "e_homo_ev": -7.6,
  "spin_multiplicity": 1,
  "e_above_lowest_kj_mol": 119.8,
  "elements": ["Ta", "O", "P", "O", "O", "O", "P", "O", "O", "O", "H", "H", "Br", "C", "C", "C", "C", "C", "N", "C", "O", "O", "H", "H", "H", "C", "C", "C", "C", "C", "C", "C", "C", "C", "C", "C", "C", "N", "C", "C", "C", "C", "C", "N", "C", "C", "C", "C", "H", "H", "H", "H", "H", "H", "H", "H", "H", "H", "H", "H", "H", "H", "H", "H", "H", "H", "H", "H", "H", "H", "H", "H", "H", "H", "H", "H", "H", "Cl", "C", "C", "C", "C", "C", "C", "C", "O", "O", "H", "H", "H", "H", "S", "C", "N", "C", "C", "C", "N", "H", "H", "H", "H", "H", "H", "H", "H"],
  "xyz": [[-0.873, 1.001, 0.529], [-3.779, 3.093, 2.933], [-2.244, 2.815, 2.554], [-1.331, 3.199, 3.621], [-2.269, 1.366, 1.984], [-2.080, 3.701, 1.193], [-2.856, 3.305, -0.188], [-4.372, 3.200, 0.229], [-2.687, 4.262, -1.282], [-2.326, 1.863, -0.489], [-3.837, 3.579, 3.759], [-4.554, 3.005, 1.159], [-4.005, -0.756, 4.840], [-3.014, -2.065, 3.885], [-3.274, -3.413, 4.101], [-2.513, -4.326, 3.391], [-1.547, -3.868, 2.507], [-1.393, -2.501, 2.371], [-2.113, -1.611, 3.053], [-0.375, -1.969, 1.404], [0.330, -2.703, 0.765], [-0.315, -0.651, 1.350], [-4.041, -3.723, 4.795], [-2.675, -5.387, 3.526], [-0.923, -4.537, 1.932], [3.098, -3.831, -0.652], [2.532, -2.805, -1.637], [2.442, -3.408, -3.040], [3.372, -1.532, -1.593], [4.701, -1.644, -1.983], [5.592, -0.598, -1.831], [5.165, 0.545, -1.184], [3.847, 0.704, -0.761], [3.543, 1.898, 0.118], [3.842, 3.237, -0.552], [4.358, 1.773, 1.413], [2.912, -0.296, -1.074], [1.498, -0.107, -0.906], [0.841, -0.543, -1.919], [-0.563, -0.757, -2.018], [-1.149, -1.439, -3.074], [-2.485, -1.625, -2.727], [-2.676, -1.043, -1.474], [-1.508, -0.497, -1.039], [-4.014, -1.088, -0.756], [-3.992, -0.486, 0.646], [-5.055, -0.334, -1.596], [-4.430, -2.563, -0.632], [2.486, -4.735, -0.661], [3.090, -3.432, 0.362], [4.122, -4.109, -0.907], [1.526, -2.588, -1.289], [3.401, -3.826, -3.354], [2.148, -2.668, -3.787], [1.707, -4.214, -3.058], [5.046, -2.582, -2.402], [6.616, -0.692, -2.166], [5.876, 1.334, -0.976], [2.488, 1.875, 0.375], [4.901, 3.324, -0.802], [3.584, 4.054, 0.123], [3.263, 3.374, -1.468], [5.427, 1.848, 1.208], [4.177, 0.808, 1.893], [4.084, 2.566, 2.106], [1.380, -0.845, -2.824], [-0.634, -1.803, -3.951], [-3.232, -2.152, -3.298], [-4.003, 0.600, 0.610], [-3.119, -0.807, 1.221], [-4.878, -0.808, 1.197], [-4.757, 0.708, -1.722], [-6.025, -0.353, -1.093], [-5.173, -0.779, -2.584], [-3.687, -3.126, -0.063], [-4.535, -3.038, -1.607], [-5.389, -2.636, -0.114], [1.799, -1.378, 7.400], [1.610, -0.342, 6.018], [2.668, 0.460, 5.620], [2.503, 1.294, 4.528], [1.301, 1.303, 3.828], [0.253, 0.488, 4.234], [0.401, -0.332, 5.339], [1.182, 2.237, 2.686], [1.776, 3.266, 2.575], [0.322, 1.828, 1.705], [3.603, 0.431, 6.160], [3.307, 1.944, 4.212], [-0.690, 0.487, 3.700], [-0.415, -0.955, 5.676], [0.394, 2.833, -0.878], [0.087, 2.568, -2.571], [1.066, 2.037, -3.298], [0.953, 1.791, -4.730], [-0.512, 1.574, -5.073], [-1.341, 2.732, -4.545], [-1.042, 2.938, -3.134], [1.896, 1.761, -2.793], [1.546, 0.909, -4.970], [1.366, 2.637, -5.287], [-0.855, 0.650, -4.599], [-0.638, 1.480, -6.151], [-2.405, 2.515, -4.633], [-1.138, 3.651, -5.100], [-1.696, 3.460, -2.533]],
  "atomic_forces_ev_per_a": [[0.38, -1.21, -1.18], [0.02, -0.36, -0.18], [-0.36, 0.27, 0.09], [-0.01, 0.01, -0.10], [0.88, 0.49, 0.17], [-0.26, -0.12, -0.04], [-0.08, 0.06, 0.12], [-0.07, -0.09, -0.22], [0.16, -0.03, 0.01], [-0.89, 0.85, -0.17], [-0.06, 0.14, 0.23], [0.00, 0.01, 0.14], [-0.02, 0.00, 0.00], [0.01, -0.03, 0.01], [0.00, -0.01, -0.02], [-0.04, 0.00, 0.03], [-0.04, -0.01, 0.03], [0.00, -0.12, 0.10], [0.11, -0.03, 0.16], [0.07, -0.01, -0.15], [0.01, 0.00, -0.03], [-0.24, -0.21, 0.32], [0.01, 0.00, 0.02], [-0.01, -0.01, 0.01], [0.01, 0.01, -0.03], [-0.02, 0.02, 0.01], [0.02, -0.01, 0.02], [-0.01, 0.01, 0.00], [0.02, -0.07, -0.01], [0.00, 0.01, 0.00], [-0.02, 0.01, 0.01], [0.02, -0.01, -0.03], [0.03, 0.07, 0.01], [0.00, -0.02, 0.04], [-0.06, 0.01, -0.01], [-0.05, -0.04, -0.03], [-0.02, -0.13, 0.05], [0.04, -0.05, 0.07], [-0.04, -0.02, 0.02], [0.03, 0.08, -0.12], [-0.07, -0.03, 0.05], [0.06, 0.01, 0.01], [-0.22, 0.09, -0.15], [0.52, 0.30, 0.44], [-0.01, 0.03, 0.06], [0.05, 0.02, -0.19], [0.00, 0.01, 0.05], [0.01, 0.00, 0.01], [-0.01, -0.01, 0.00], [0.01, 0.01, 0.01], [0.01, -0.01, 0.00], [0.00, -0.02, -0.02], [0.01, 0.01, -0.02], [-0.02, 0.00, 0.00], [0.01, -0.03, 0.00], [0.01, -0.02, 0.00], [0.01, 0.00, 0.01], [0.01, 0.02, 0.00], [0.01, -0.01, -0.04], [0.02, 0.01, -0.01], [-0.01, 0.01, 0.00], [0.02, -0.02, 0.01], [0.01, -0.01, 0.01], [0.00, 0.01, 0.02], [0.02, 0.06, 0.00], [-0.04, -0.02, 0.04], [0.02, 0.00, -0.01], [-0.03, -0.01, 0.00], [-0.05, -0.16, -0.01], [-0.19, 0.04, -0.11], [0.00, -0.02, 0.03], [-0.01, 0.01, 0.00], [-0.02, 0.00, 0.00], [0.01, -0.02, -0.02], [0.01, -0.01, 0.03], [0.02, -0.01, -0.02], [-0.02, 0.00, 0.00], [0.00, 0.00, -0.01], [-0.01, 0.03, -0.04], [0.00, -0.02, 0.00], [-0.05, -0.01, 0.10], [0.10, -0.05, 0.07], [-0.16, -0.09, -0.14], [0.03, -0.01, 0.02], [-0.12, 0.25, -0.07], [0.10, -0.02, -0.07], [0.40, 0.31, 0.44], [0.00, 0.00, 0.02], [0.01, 0.02, -0.01], [0.12, -0.01, 0.08], [-0.02, -0.02, 0.00], [0.03, -0.15, 0.13], [-0.05, 0.00, -0.01], [0.04, 0.10, -0.01], [-0.03, -0.01, -0.02], [-0.03, -0.05, 0.05], [0.00, -0.02, -0.02], [-0.02, 0.12, 0.13], [-0.02, -0.03, 0.01], [0.01, 0.00, 0.01], [0.01, 0.00, -0.01], [0.01, 0.05, -0.07], [0.00, 0.01, 0.00], [-0.01, 0.02, 0.01], [0.00, 0.00, -0.01], [-0.02, -0.08, -0.06]]
}

# 2
{
  "formula": "C10H38F6N2O8P",
  "method": "the ωB97M-V functional and the def2-TZVPD basis",
  "orbital_gap_ev": 9.860,
  "charge": -1,
  "max_force_ev_per_a": 3.2,
  "e_homo_ev": -7.4,
  "spin_multiplicity": 1,
  "elements": ["P", "F", "F", "F", "F", "F", "F", "C", "C", "O", "H", "H", "H", "H", "H", "H", "C", "C", "C", "O", "C", "N", "H", "H", "H", "H", "H", "H", "H", "H", "H", "H", "H", "C", "C", "C", "O", "C", "N", "H", "H", "H", "H", "H", "H", "H", "H", "H", "H", "H", "O", "H", "H", "O", "H", "H", "O", "H", "H", "O", "H", "H", "O", "H", "H"],
  "xyz": [[-31.095, 8.229, 6.868], [-32.443, 7.664, 6.093], [-30.164, 7.035, 6.198], [-30.862, 9.245, 5.604], [-29.644, 8.748, 7.506], [-31.855, 9.510, 7.600], [-31.429, 7.140, 8.018], [-35.007, 3.345, 8.400], [-33.947, 2.547, 9.156], [-33.160, 3.510, 9.933], [-35.525, 4.189, 8.855], [-35.732, 2.599, 8.073], [-34.626, 3.816, 7.494], [-33.333, 1.968, 8.467], [-34.313, 1.829, 9.889], [-32.932, 4.238, 9.350], [-36.672, 12.468, 1.425], [-35.501, 11.526, 1.672], [-34.137, 12.168, 1.327], [-33.802, 13.260, 2.222], [-32.541, 13.755, 1.967], [-35.560, 11.009, 3.055], [-36.582, 13.425, 1.939], [-37.608, 11.980, 1.698], [-36.692, 12.729, 0.367], [-35.679, 10.685, 1.002], [-34.184, 12.511, 0.293], [-33.320, 11.453, 1.426], [-31.790, 13.006, 2.220], [-32.364, 14.618, 2.610], [-32.397, 14.007, 0.917], [-34.813, 10.341, 3.182], [-35.048, 11.656, 3.639], [-25.109, 7.449, 10.608], [-26.005, 6.211, 10.879], [-27.110, 6.200, 11.902], [-26.637, 6.389, 13.242], [-27.701, 6.321, 14.202], [-26.512, 5.701, 9.650], [-25.844, 8.183, 10.278], [-24.191, 7.227, 10.065], [-24.867, 7.759, 11.625], [-25.373, 5.360, 11.132], [-27.669, 5.265, 11.876], [-27.769, 7.022, 11.623], [-28.457, 7.071, 13.968], [-27.304, 6.424, 15.212], [-28.169, 5.355, 14.012], [-27.115, 6.425, 9.286], [-27.228, 4.993, 9.727], [-32.315, 3.462, 3.656], [-32.152, 4.375, 3.892], [-31.846, 3.339, 2.831], [-25.787, 9.839, 5.469], [-25.219, 10.080, 6.200], [-26.659, 9.766, 5.857], [-28.180, 3.452, 4.496], [-27.747, 4.305, 4.463], [-29.098, 3.656, 4.677], [-34.079, 13.132, 6.418], [-33.618, 13.362, 5.611], [-33.534, 12.455, 6.820], [-36.536, 8.389, 9.631], [-36.023, 8.217, 8.841], [-36.787, 9.309, 9.558]],
  "atomic_forces_ev_per_a": [[1.03, 0.04, -1.11], [0.54, 0.73, 0.44], [-0.68, 0.47, -0.73], [0.22, -0.68, 0.08], [-1.31, -0.14, 0.45], [0.08, -1.74, 0.01], [0.13, 1.29, 0.80], [-0.39, -0.88, -0.87], [0.46, 2.21, 0.85], [-0.09, -1.24, -0.25], [0.12, -0.48, 0.94], [-0.43, 0.23, -0.23], [0.47, -0.32, -0.15], [0.19, 0.17, -0.18], [-0.38, 0.26, 0.01], [0.09, 0.10, -0.13], [0.22, 0.35, -0.25], [0.29, 0.39, 0.76], [-0.24, 0.24, 0.66], [-1.86, -0.84, -0.50], [0.92, -0.05, 0.14], [0.87, 0.12, 0.02], [0.04, -0.15, 0.35], [0.06, 0.08, 0.02], [-0.16, -0.10, -0.18], [0.39, -0.17, -0.08], [0.20, 0.29, -0.19], [-0.02, -0.39, -0.14], [0.32, -0.16, 0.02], [-0.11, 0.09, -0.15], [-0.03, 0.29, -0.18], [-0.13, -1.39, -0.62], [-0.74, 1.38, 0.42], [-1.96, -0.82, 2.30], [1.94, -2.58, 0.18], [0.22, 1.47, 1.14], [0.09, 0.38, 0.10], [0.37, -0.35, -1.54], [-1.44, 0.83, -2.19], [0.71, 0.47, -0.85], [-0.59, 0.19, -0.38], [0.49, 0.35, 0.01], [0.71, 0.23, 0.87], [0.01, -0.19, -0.30], [-0.61, 0.18, 0.17], [-0.03, 0.31, 0.26], [0.00, -0.04, -0.22], [-0.29, -0.26, 0.67], [0.03, 0.62, -0.83], [0.30, -0.77, 0.60], [-0.09, -0.24, 0.07], [0.00, 0.35, 0.18], [0.12, -0.05, -0.20], [0.20, 0.05, -0.25], [0.12, 0.03, 0.17], [-0.38, -0.11, 0.08], [0.14, -0.30, -0.17], [0.10, 0.25, 0.07], [-0.28, 0.07, 0.13], [-0.26, 0.19, 0.06], [0.10, 0.04, -0.24], [0.18, -0.30, 0.14], [-0.18, -0.15, 0.21], [0.24, -0.07, -0.21], [-0.03, 0.22, -0.02]]
}

# 3
{
  "formula": "C4H4N2O",
  "method": "the ωB97M-V functional and the def2-TZVPD basis",
  "orbital_gap_ev": 10.062,
  "smiles": "O=Cn1ccnc1",
  "max_force_ev_per_a": 3.6,
  "e_homo_ev": -9.8,
  "spin_multiplicity": 1,
  "e_above_lowest_kj_mol": 73.5,
  "elements": ["O", "C", "N", "C", "C", "N", "C", "H", "H", "H", "H"],
  "xyz": [[0.548, -2.306, -1.394], [-0.072, -1.229, -1.308], [0.081, -0.329, -0.309], [-0.539, 0.894, -0.152], [-0.302, 1.381, 1.065], [0.681, 0.540, 1.708], [0.870, -0.375, 0.834], [-0.891, -0.903, -2.034], [-1.129, 1.358, -0.906], [-0.748, 2.243, 1.560], [1.501, -1.275, 0.937]],
  "atomic_forces_ev_per_a": [[-1.70, 3.07, 0.26], [0.58, -3.19, -1.67], [1.06, 2.07, 1.56], [-1.86, 0.67, -0.72], [1.28, -0.34, 1.12], [-1.23, 0.95, -0.91], [1.17, -3.17, 0.38], [1.00, -0.45, 0.61], [-0.46, -0.14, -0.48], [0.44, -0.27, -0.30], [-0.27, 0.79, 0.15]]
}

# 4
{
  "formula": "C6H11N4O2",
  "method": "the ωB97M-V functional and the def2-TZVPD basis",
  "orbital_gap_ev": 9.679,
  "smiles": "[NH2+]=C1N2CCN[C@@H]2N[C@H]2O[C@@]12O",
  "charge": 1,
  "max_force_ev_per_a": 5.8,
  "e_homo_ev": -12.7,
  "spin_multiplicity": 1,
  "e_above_lowest_kj_mol": 245.3,
  "elements": ["N", "C", "N", "C", "C", "N", "C", "N", "C", "O", "C", "O", "H", "H", "H", "H", "H", "H", "H", "H", "H", "H", "H"],
  "xyz": [[1.810, 0.490, -1.729], [1.011, 0.081, -0.744], [-0.273, 0.087, -0.607], [-1.346, 0.695, -1.350], [-2.593, 0.203, -0.623], [-2.215, 0.115, 0.742], [-0.950, -0.593, 0.717], [-0.194, -0.498, 1.882], [1.234, -0.756, 1.886], [1.663, -1.719, 0.993], [1.786, -0.492, 0.438], [3.084, -0.015, 0.282], [1.354, 1.023, -2.545], [2.719, 0.775, -1.578], [-1.113, 0.429, -2.361], [-1.181, 1.693, -1.230], [-3.388, 0.837, -0.982], [-2.878, -0.734, -1.091], [-2.260, 0.939, 1.248], [-1.346, -1.612, 0.271], [-0.428, 0.198, 2.552], [1.704, -0.689, 2.888], [3.799, -0.458, 0.938]],
  "atomic_forces_ev_per_a": [[-4.63, 1.57, -3.21], [0.79, -1.01, 1.50], [0.69, -1.21, 1.89], [1.33, -2.00, -0.45], [-0.06, 0.22, -2.46], [0.45, -2.40, -0.31], [-2.44, -0.28, -1.70], [0.64, -1.50, 0.50], [-1.34, 1.85, -2.39], [-0.79, -2.85, -0.55], [2.38, 2.04, 2.60], [2.77, -1.46, 1.86], [0.92, -1.28, 1.76], [2.25, 0.12, 0.83], [-0.96, -0.16, -0.98], [-0.12, 3.14, 0.10], [-0.55, 0.56, 1.07], [0.09, -0.65, 0.56], [0.11, 1.93, 1.07], [1.92, 1.31, 1.30], [-0.55, 0.53, 0.22], [-0.05, 0.21, -1.01], [-2.83, 1.32, -2.19]]
}

Repeat the fourth record exactly.
{
  "formula": "C6H11N4O2",
  "method": "the ωB97M-V functional and the def2-TZVPD basis",
  "orbital_gap_ev": 9.679,
  "smiles": "[NH2+]=C1N2CCN[C@@H]2N[C@H]2O[C@@]12O",
  "charge": 1,
  "max_force_ev_per_a": 5.8,
  "e_homo_ev": -12.7,
  "spin_multiplicity": 1,
  "e_above_lowest_kj_mol": 245.3,
  "elements": ["N", "C", "N", "C", "C", "N", "C", "N", "C", "O", "C", "O", "H", "H", "H", "H", "H", "H", "H", "H", "H", "H", "H"],
  "xyz": [[1.810, 0.490, -1.729], [1.011, 0.081, -0.744], [-0.273, 0.087, -0.607], [-1.346, 0.695, -1.350], [-2.593, 0.203, -0.623], [-2.215, 0.115, 0.742], [-0.950, -0.593, 0.717], [-0.194, -0.498, 1.882], [1.234, -0.756, 1.886], [1.663, -1.719, 0.993], [1.786, -0.492, 0.438], [3.084, -0.015, 0.282], [1.354, 1.023, -2.545], [2.719, 0.775, -1.578], [-1.113, 0.429, -2.361], [-1.181, 1.693, -1.230], [-3.388, 0.837, -0.982], [-2.878, -0.734, -1.091], [-2.260, 0.939, 1.248], [-1.346, -1.612, 0.271], [-0.428, 0.198, 2.552], [1.704, -0.689, 2.888], [3.799, -0.458, 0.938]],
  "atomic_forces_ev_per_a": [[-4.63, 1.57, -3.21], [0.79, -1.01, 1.50], [0.69, -1.21, 1.89], [1.33, -2.00, -0.45], [-0.06, 0.22, -2.46], [0.45, -2.40, -0.31], [-2.44, -0.28, -1.70], [0.64, -1.50, 0.50], [-1.34, 1.85, -2.39], [-0.79, -2.85, -0.55], [2.38, 2.04, 2.60], [2.77, -1.46, 1.86], [0.92, -1.28, 1.76], [2.25, 0.12, 0.83], [-0.96, -0.16, -0.98], [-0.12, 3.14, 0.10], [-0.55, 0.56, 1.07], [0.09, -0.65, 0.56], [0.11, 1.93, 1.07], [1.92, 1.31, 1.30], [-0.55, 0.53, 0.22], [-0.05, 0.21, -1.01], [-2.83, 1.32, -2.19]]
}